*a*
{"formula": "C2H8N3O", "method": "ωB97M-V with the def2-TZVPD basis set", "homo_lumo_gap_ev": 11.43, "total_charge": 1, "homo_energy_ev": -14.75, "e_lumo_ha": -0.122, "smiles": "NN[C@]1([NH3+])CO1", "symbols": ["H", "N", "O", "N", "H", "N", "H", "C", "H", "H", "H", "C", "H", "H"], "coordinates": [[-2.04314, 1.31410, -0.96294], [1.81470, 0.39705, 0.45527], [-1.46178, 0.37012, 0.90412], [0.78026, 0.76702, -0.47581], [0.66515, 1.77374, -0.74752], [-0.01006, -1.37492, 0.12166], [2.64069, 0.36662, -0.10982], [-0.37459, 0.01954, -0.27157], [-2.38933, -0.38450, -0.68936], [0.58148, -0.97389, 0.87704], [0.51101, -1.93995, -0.54385], [-1.75704, 0.35675, -0.49815], [1.84766, 0.98698, 1.25272], [-0.80500, -1.67866, 0.68824]]}

***

*b*
{"formula": "C2H8N3O", "method": "ωB97M-V with the def2-TZVPD basis set", "homo_lumo_gap_ev": [8.35, 8.35], "total_charge": 1, "homo_energy_ev": [-14.47, -14.47], "e_lumo_ha": [-0.225, -0.225], "smiles": "NC[N+](=O)CN", "symbols": ["N", "H", "H", "H", "C", "N", "H", "H", "O", "H", "C", "N", "H", "H"], "coordinates": [[0.17715, -0.99836, 0.00865], [1.33348, -0.01232, -1.57622], [-1.66268, 0.55092, 1.40978], [-1.46216, -0.98903, -1.25173], [-1.17555, -0.95291, -0.13286], [2.28961, 0.56864, 0.14277], [0.41806, 1.13665, -0.46812], [-1.53652, -1.90308, 0.40702], [0.75308, -2.01490, 0.18214], [3.11846, 0.04008, -0.02447], [1.17080, 0.34613, -0.55233], [-1.46963, 0.34087, 0.40898], [-1.32787, 1.19318, -0.15481], [2.36884, 1.19917, 0.92134]]}

***

Which of them is most stable, and which least? Most stable: *a*; least stable: *b*.

***

*a*
{"formula": "C4H8N3S", "method": "ωB97M-V with the def2-TZVPD basis set", "homo_lumo_gap_ev": 9.27, "total_charge": 1, "homo_energy_ev": -13.76, "e_lumo_ha": -0.165, "symbols": ["H", "H", "H", "C", "H", "H", "C", "H", "C", "C", "S", "H", "H", "N", "N", "N"], "coordinates": [[0.74789, -2.00006, 1.03353], [-1.87130, 1.29541, -1.19819], [2.70437, -0.98255, -0.14959], [-1.63669, -0.71065, -0.64497], [-0.29491, 2.15157, 0.35784], [1.55318, 1.43293, -1.51624], [0.11659, 0.12678, 1.21963], [-2.59419, -0.98750, -1.05422], [0.33652, -1.16864, 0.46257], [-0.34083, 1.08940, 0.16005], [1.58122, -0.69917, -0.88671], [-0.65490, -0.01294, 1.98351], [1.02289, 0.49039, 1.70064], [-1.29875, 0.64447, -0.67590], [-0.89413, -1.59626, -0.15349], [1.52305, 0.92681, -0.63846]]}

***

*b*
{"formula": "C4H8N3S", "method": "ωB97M-V with the def2-TZVPD basis set", "homo_lumo_gap_ev": 8.21, "total_charge": 1, "homo_energy_ev": -12.65, "e_lumo_ha": -0.163, "symbols": ["C", "C", "N", "H", "H", "H", "N", "C", "H", "S", "C", "H", "H", "H", "N", "H"], "coordinates": [[1.98862, 0.24893, 0.67541], [-1.38419, -0.08614, 0.89304], [-0.34274, -0.64969, 0.16354], [2.64256, -0.00687, -1.54859], [-3.48721, -0.15768, 0.80313], [-1.37287, 0.73489, 1.62440], [-2.28821, -1.33762, -0.63594], [-0.91606, -1.46529, -0.74180], [-0.33109, -1.79481, -1.57271], [2.84118, -0.79500, -0.41379], [-2.56941, -0.47470, 0.39152], [1.03805, 1.96640, 1.06410], [1.76389, -0.35971, 1.60930], [-3.10596, -1.81498, -1.08084], [1.73742, 1.54959, 0.46461], [1.88501, 1.81856, -0.42972]]}

***

Which of them is most stable, and which least? Most stable: *b*; least stable: *a*.